Entry 1:
75
Properties=species:S:1:pos:R:3:forces:R:3:lowdin_charge:R:1 method="wB97M-V/def2-TZVPD" charge=+5 e_homo_ha=-0.890 multiplicity=1 gap_ev=5.75 e_lumo_ev=-18.46
In 2.026801 0.068849 -0.556484 1.2516 -1.3348 0.1218 1.2669
In -2.697829 -0.535411 -0.767024 0.2040 -1.1200 0.4768 1.5259
B -0.343619 0.015459 -0.509344 0.0947 1.2761 -1.3374 -0.5061
H 0.232161 0.906639 -0.313084 0.9249 2.2407 0.4500 0.0321
H -0.831669 0.031249 -1.471534 -1.7347 2.3044 -3.4478 0.0776
H 0.210501 -0.907671 -0.438454 1.0498 -0.8306 -1.4322 0.0465
H -1.095209 0.009659 0.264806 -0.2724 -0.5588 0.6996 0.0089
C -3.678489 2.671229 1.527516 -0.6597 -0.1153 -0.6932 0.0092
C -2.499029 2.403889 0.588136 -3.9377 3.0840 0.8125 -0.2611
O -2.141349 1.081839 0.782056 -2.0750 0.1743 -0.0202 -0.1989
H -3.609009 2.148049 2.481226 0.5818 0.4948 0.3981 0.1023
H -4.550649 2.181589 1.094296 -0.3552 0.2699 -0.1514 0.0921
H -3.892659 3.735959 1.620146 -0.0390 -0.1327 0.2788 0.1213
H -1.673749 3.072209 0.833846 -2.7370 -0.8135 -1.2287 0.0679
H -2.908569 2.541019 -0.412654 0.5117 -0.0732 -0.4148 0.1549
H -1.791969 1.043279 1.675386 -0.8909 -0.3668 0.7583 0.1307
C 0.027251 2.570379 1.255306 1.1799 0.5943 -0.5568 -0.0108
C 1.237901 2.924059 0.427246 -0.6560 2.3954 1.3803 -0.1646
O 2.173021 1.883339 0.435986 -1.5805 2.5544 4.2022 -0.2078
H -0.492079 1.781519 0.711156 1.1419 1.0003 0.7351 0.0317
H -0.660369 3.408289 1.140476 2.4430 0.7003 1.5473 0.1075
H 0.228281 2.227249 2.270176 0.0122 0.6923 0.1793 0.1383
H 1.822851 3.775899 0.774096 -0.6377 0.4231 0.3946 0.1829
H 0.919221 3.197119 -0.578724 0.1363 0.6898 1.5416 0.1126
H 2.945381 2.314839 0.808646 0.4986 -0.7087 -0.2522 0.1601
C 0.870521 2.128299 -2.024364 -0.7560 -1.0618 -4.7110 -0.1808
C 0.756211 1.067969 -3.205664 -0.5020 1.7328 0.6311 -0.0640
O 0.826501 -0.252661 -2.659314 1.8104 0.0325 -0.4651 -0.1168
O 2.176601 2.047419 -1.481104 0.2528 -0.2339 -6.5484 -0.0724
H 0.130071 1.951079 -1.244344 0.2868 0.7691 -1.6239 0.0854
H 0.727151 3.051529 -2.585764 -0.0373 0.4188 0.4890 0.1840
H 1.532421 1.191319 -3.960904 0.0610 0.1906 0.0961 0.1651
H -0.216209 1.225949 -3.672074 -0.0694 -0.1149 -0.1030 0.1526
H 0.577741 -0.868361 -3.352594 0.7725 -0.1303 -0.8133 0.1320
H 2.687801 2.706679 -1.956154 1.0263 -0.0314 -0.5383 0.1917
C -2.275989 -1.919021 1.933076 1.5812 -2.8343 1.3358 -0.1068
C -0.940639 -1.765491 1.189746 -5.0721 -2.9023 3.8791 -0.2230
O -1.058959 -2.140331 -0.152284 -2.4138 -2.8429 7.2707 -0.1329
O -3.349409 -1.221151 1.340566 0.6303 0.4474 -1.4958 -0.0185
H -2.194749 -1.697721 2.997276 0.1997 0.8395 0.0608 0.1682
H -2.521319 -2.977391 2.021156 -0.3112 -0.2660 -0.4926 0.1594
H -0.150499 -2.402511 1.587206 -1.8119 -0.1059 2.4933 0.1703
H -0.582699 -0.736681 1.228746 -2.6354 -4.9296 -0.6622 -0.0141
H -0.851499 -3.071671 -0.257994 -0.9624 -0.9268 -0.2782 0.1917
H -4.034919 -1.238381 2.012426 -1.3020 0.3032 -0.2205 0.1710
C 3.659631 -2.164921 0.950816 -1.0462 -0.1449 1.5851 -0.0892
C 2.275321 -2.760051 0.754706 1.3383 -1.8079 -1.7478 -0.1083
O 1.240991 -1.800491 0.560516 6.3262 -2.7502 -1.4291 -0.2228
O 3.918471 -1.128111 -0.052354 0.3195 -3.8282 -1.4348 -0.0607
H 4.418351 -2.942851 1.036066 0.0410 -0.1317 -0.9680 0.1789
H 3.690921 -1.771701 1.966936 0.2496 0.7266 -0.1918 0.1305
H 1.980991 -3.490151 1.508646 0.3796 0.1230 0.3918 0.1735
H 2.332611 -3.295721 -0.192854 0.1040 -0.5483 -0.0205 0.1520
H 0.443731 -2.335261 0.559856 1.2620 0.4150 -1.2235 0.0502
H 4.849871 -1.258811 -0.244734 0.5424 0.1479 -1.2030 0.1642
C -2.579079 -1.454921 -3.610764 2.1620 -1.2361 -1.4505 -0.1380
C -1.479849 -2.368551 -2.970174 -0.7399 0.8580 -3.1218 -0.1084
O -1.020629 -1.671081 -1.876534 -0.8651 -1.6074 -8.4681 -0.2853
O -3.623529 -1.396751 -2.704494 -1.0075 1.2488 2.4612 0.0042
H -2.878429 -1.861461 -4.576794 -0.4208 -0.0058 0.0377 0.1776
H -2.319649 -0.406591 -3.758374 0.7414 -0.0986 -0.2172 0.1436
H -0.648719 -2.445301 -3.671194 -0.2461 -0.7004 -0.5002 0.1575
H -1.872249 -3.351691 -2.710274 -0.1030 -0.1651 -0.1764 0.1653
H -0.075509 -1.583981 -2.020584 -0.4504 0.4989 0.7419 0.0950
H -4.239009 -2.108331 -2.895354 -1.0257 -0.5114 0.5311 0.1761
C 1.498771 -0.270041 2.503406 0.9686 -0.0495 1.5265 -0.0509
C 2.717211 0.676329 2.359526 -1.2019 -0.4225 2.6440 -0.1053
O 3.420211 0.439749 1.152996 0.5724 1.0351 3.8003 -0.1365
O 0.526481 -0.141431 1.448476 4.8905 5.5174 5.3437 -0.2360
H 1.020481 -0.209421 3.480986 -0.0341 0.9606 0.0824 0.1764
H 1.840871 -1.299881 2.605876 -0.0016 0.0743 -0.6156 0.1322
H 3.340261 0.440159 3.222156 0.2586 -0.1250 -0.0195 0.1750
H 2.415731 1.714249 2.500696 0.1468 -0.2494 0.1403 0.1421
H 4.346751 0.417599 1.403256 0.4974 -0.4060 -0.3637 0.1734
H -0.266239 0.200009 1.868736 1.1400 1.9894 1.1203 0.1112


Entry 2:
40
Properties=species:S:1:pos:R:3:forces:R:3:lowdin_charge:R:1 method="wB97M-V/def2-TZVPD" charge=+2 s2=6.026 e_homo_ha="-0.555 / -0.629" multiplicity=5 gap_ev="7.59 / 7.64" e_lumo_ev="-7.51 / -9.48"
Os 0.364565 -0.000511 0.179068 -0.0523 0.0591 -0.0507 1.6294
C -2.003850 -0.264345 0.593394 0.0035 -0.0175 -0.0049 -0.2326
C -1.353520 -1.081870 1.524755 -0.0196 -0.0184 0.0074 -0.2260
C -0.362120 -0.264900 2.225139 0.0203 -0.0033 -0.0094 -0.3141
C -0.535297 1.107143 1.812135 0.0030 0.0342 0.0143 -0.3232
C -1.451971 1.089901 0.702634 0.0138 0.0144 -0.0039 -0.3258
C -1.971522 2.293862 -0.015599 -0.0020 -0.0043 -0.0108 0.0062
C 0.088759 2.320065 2.425772 0.0030 -0.0075 0.0099 0.0084
C 0.491905 -0.746703 3.352316 -0.0018 0.0031 0.0020 0.0082
C -1.558870 -2.535472 1.764323 0.0026 0.0031 -0.0023 0.0176
C -3.066187 -0.662021 -0.370490 -0.0009 0.0034 -0.0017 0.0133
H -2.825899 2.696695 0.533386 -0.0039 -0.0056 -0.0009 0.1205
H -2.310770 2.053688 -1.021483 0.0042 0.0017 -0.0022 0.0891
H -1.222211 3.080604 -0.079795 -0.0015 0.0011 0.0043 0.0924
H -0.621065 2.758953 3.131165 0.0017 -0.0063 0.0071 0.1201
H 0.324859 3.080652 1.683519 -0.0088 0.0011 0.0010 0.0920
H 0.994551 2.075953 2.976108 0.0052 0.0016 -0.0049 0.0905
H -0.101356 -0.750827 4.270152 -0.0013 0.0021 0.0000 0.1222
H 1.351226 -0.100204 3.517522 0.0009 -0.0009 -0.0004 0.0920
H 0.846110 -1.762401 3.184798 -0.0014 -0.0005 0.0017 0.0941
H -2.117953 -2.666186 2.695069 0.0016 -0.0008 0.0010 0.1231
H -0.613024 -3.062875 1.888995 0.0005 -0.0005 0.0003 0.0981
H -2.124965 -3.009906 0.966833 -0.0015 0.0008 -0.0006 0.0900
H -4.041284 -0.404131 0.052456 0.0003 0.0021 -0.0011 0.1242
H -3.066076 -1.731317 -0.568732 -0.0002 -0.0001 0.0002 0.0907
H -2.985447 -0.121360 -1.313340 0.0017 -0.0007 -0.0011 0.0903
C 1.886990 -0.724168 -3.949466 -0.0158 0.0224 0.0167 0.0000
C 1.845037 -0.044279 -2.634732 0.0652 0.0003 -0.0295 -0.3949
C 2.724932 1.101345 -2.294861 -0.0432 -0.0071 -0.0143 -0.0096
O 0.559279 0.075398 -2.062772 -0.1073 0.0100 0.0690 -0.1112
C 2.745504 -1.558071 -1.124599 0.1497 -0.1609 0.3077 -0.3814
O 3.604641 -2.041676 -1.714563 -0.0809 0.0705 -0.1066 0.3139
O 2.021781 -1.319437 -0.185698 0.0285 -0.0013 -0.1787 -0.0166
H 1.516343 -0.048663 -4.730712 0.0012 -0.0097 -0.0102 0.1239
H 1.288756 -1.638126 -3.968632 0.0013 -0.0040 -0.0013 0.1099
H 2.914040 -0.982766 -4.201897 0.0010 -0.0028 0.0000 0.1130
H 2.425279 1.975459 -2.886137 0.0127 0.0095 0.0081 0.1231
H 3.760298 0.871383 -2.540485 0.0034 0.0017 0.0008 0.1166
H 2.660910 1.382389 -1.239569 0.0077 0.0034 0.0017 0.0803
H -0.082359 -0.441276 -2.575996 0.0091 0.0069 -0.0178 0.1421


Entry 3:
82
Properties=species:S:1:pos:R:3:forces:R:3:lowdin_charge:R:1 method="wB97M-V/def2-TZVPD" charge=-2 e_homo_ha=-0.063 multiplicity=1 gap_ev=5.88 e_lumo_ev=4.17
K -0.860670 0.142705 -0.753701 0.0635 -0.0295 -0.0408 0.7420
C 2.401829 -0.214016 0.748123 -0.0111 -0.0123 -0.0214 -0.0805
N 2.019703 -1.583691 0.434036 -0.0086 -0.0015 0.0191 -0.1988
C 2.234666 -2.454125 1.579272 0.0004 0.0091 0.0141 -0.2181
C 1.228723 -2.281147 2.713359 0.0038 0.0042 -0.0212 -0.1540
C -0.114232 -2.993822 2.514961 0.0036 -0.0149 0.0079 -0.2247
N -1.041494 -2.316045 1.609423 0.0559 0.0084 -0.0312 0.0554
C -1.662180 -1.307462 2.064764 -0.0337 0.1057 0.0171 -0.1528
C -1.572899 -0.683663 3.413225 0.0503 -0.0178 -0.0209 -0.1661
C -2.293946 -1.150210 4.498336 -0.0175 0.0075 -0.0076 -0.0874
C -2.252999 -0.500720 5.729421 -0.0121 -0.0151 -0.0024 -0.1518
C -1.472122 0.649970 5.839394 0.0148 0.0177 -0.0044 -0.1426
C -0.740736 1.130905 4.771798 0.0204 -0.0270 0.0290 -0.0457
C -0.737896 0.479032 3.503370 -0.0283 0.0094 -0.0538 -0.4303
O -0.045275 0.871178 2.506535 0.0324 -0.0188 0.0087 -0.1090
C 2.747394 -2.042509 -0.735093 0.0260 0.0018 -0.0072 -0.2247
C 2.315873 -3.419111 -1.238777 0.0185 -0.0156 0.0213 -0.1839
C 2.359851 -3.493801 -2.764107 -0.0329 0.0058 -0.0316 -0.2657
N 1.316984 -2.654152 -3.311846 0.0042 0.0296 0.0124 0.0421
C 0.366271 -3.249902 -3.912257 0.0362 -0.0442 -0.0187 -0.1411
C -0.870827 -2.693155 -4.426799 -0.0165 0.0859 0.0151 -0.1507
C -1.648255 -3.541001 -5.226980 -0.0190 0.0148 -0.0169 -0.1063
C -2.864536 -3.167160 -5.756883 0.0099 -0.0287 -0.0074 -0.1593
C -3.343743 -1.882401 -5.447038 -0.0129 0.0396 0.0164 -0.1396
C -2.631124 -1.026163 -4.650552 -0.0109 -0.0363 -0.0190 -0.0346
C -1.347772 -1.368208 -4.089020 0.1089 0.0501 -0.0335 -0.4080
O -0.719817 -0.553908 -3.359711 -0.0981 -0.1623 0.0252 -0.1508
H 3.467457 -0.159062 1.047847 -0.0178 0.0118 0.0175 0.0874
H 1.772373 0.193550 1.538006 -0.0007 0.0170 0.0387 0.0600
H 2.269716 0.410013 -0.136354 0.0179 -0.0354 0.0416 0.0632
H 3.257840 -2.287022 1.976484 0.0065 -0.0058 -0.0047 0.1132
H 2.201132 -3.493239 1.242013 -0.0175 -0.0009 -0.0175 0.0994
H 1.054925 -1.222016 2.905101 -0.0171 0.0099 0.0169 0.0895
H 1.680254 -2.698867 3.620241 0.0138 0.0062 -0.0072 0.1082
H -0.574838 -3.124753 3.499288 0.0061 0.0071 -0.0006 0.0983
H 0.072118 -3.991798 2.103375 -0.0061 -0.0055 0.0051 0.0958
H -2.329384 -0.798628 1.361797 -0.0553 0.0051 0.0205 0.0951
H -2.915302 -2.033859 4.374585 -0.0060 0.0032 0.0042 0.1013
H -2.831355 -0.865589 6.569465 -0.0029 -0.0009 -0.0014 0.0691
H -1.446215 1.189618 6.781741 -0.0039 0.0000 0.0005 0.0830
H -0.143529 2.031561 4.869420 0.0042 -0.0024 0.0015 0.0964
H 3.841980 -2.043665 -0.543370 0.0006 0.0026 0.0023 0.1201
H 2.567382 -1.317011 -1.529120 -0.0110 0.0027 0.0016 0.0919
H 1.288021 -3.605022 -0.915517 -0.0043 0.0052 -0.0132 0.1187
H 2.945563 -4.209632 -0.817886 -0.0067 0.0028 0.0092 0.0980
H 2.259059 -4.543582 -3.089642 -0.0096 -0.0011 -0.0091 0.0932
H 3.336185 -3.132682 -3.113062 -0.0023 -0.0006 -0.0030 0.1056
H 0.448125 -4.342759 -4.075291 -0.0001 -0.0063 0.0184 0.1027
H -1.261218 -4.537316 -5.430968 0.0009 -0.0014 0.0032 0.0895
H -3.439972 -3.845579 -6.374491 0.0030 -0.0014 0.0009 0.0693
H -4.306515 -1.563448 -5.836910 0.0018 -0.0017 -0.0009 0.0841
H -3.015437 -0.044231 -4.399731 0.0046 0.0031 -0.0004 0.1022
Cl -3.738835 4.001499 5.078309 0.0048 -0.0003 -0.0042 0.5567
C -3.511613 3.326797 3.470277 0.0009 0.0121 0.0134 -0.6888
C -4.571690 2.659726 2.844829 -0.0217 -0.0022 -0.0086 -0.1383
C -4.396059 2.109696 1.605119 0.0175 0.0012 0.0080 -0.0283
C -3.142719 2.162677 0.889948 0.0202 -0.0302 0.0313 -0.4221
O -2.997782 1.559280 -0.203359 -0.0248 -0.0357 0.0004 -0.1464
C -2.096981 2.914414 1.548995 -0.0193 0.0086 -0.0391 -0.1413
C -0.795095 3.170965 0.987923 0.0232 0.0089 0.0202 -0.1179
N -0.393782 2.957759 -0.216723 -0.0229 0.0204 0.0479 0.0907
C 0.821998 3.503639 -0.600689 0.0007 -0.0211 -0.0251 -0.2043
C 1.258707 4.750007 -0.195096 0.0171 0.0125 -0.0132 -0.0337
C 2.474182 5.296817 -0.652321 -0.0131 0.0058 0.0161 -0.1049
C 3.260600 4.623228 -1.541151 0.0113 -0.0220 -0.0174 -0.0764
C 2.839858 3.356806 -2.018280 -0.0151 0.0007 0.0140 -0.1686
C 3.583355 2.611129 -2.962678 0.0127 0.0066 -0.0068 -0.0380
C 3.110836 1.411630 -3.404669 -0.0095 -0.0233 -0.0062 -0.0498
C 1.882420 0.930243 -2.894124 -0.0032 0.0473 0.0171 -0.1357
N 1.186802 1.588282 -2.001730 -0.0123 0.0277 -0.0073 0.0786
C 1.628394 2.791993 -1.559500 0.0069 0.0093 -0.0012 -0.1564
C -2.304289 3.436048 2.836031 -0.0059 0.0167 0.0020 -0.1008
H -5.522697 2.573981 3.358111 0.0001 -0.0055 -0.0013 0.0891
H -5.201440 1.571511 1.119098 -0.0040 -0.0027 0.0068 0.0987
H -0.099308 3.627445 1.703857 0.0021 0.0052 0.0056 0.1175
H 0.632717 5.330338 0.470530 0.0014 -0.0017 0.0003 0.1021
H 2.775529 6.275343 -0.295040 0.0022 -0.0014 -0.0018 0.0913
H 4.193404 5.042234 -1.902007 -0.0021 0.0031 0.0032 0.0950
H 4.522745 3.015573 -3.326586 -0.0005 -0.0057 -0.0023 0.1035
H 3.653170 0.820313 -4.131596 0.0025 0.0046 -0.0002 0.0965
H 1.458951 -0.016595 -3.222301 -0.0110 -0.0169 -0.0230 0.0792
H -1.480500 3.934815 3.334548 -0.0038 -0.0008 -0.0008 0.1047